Entry from the Open Molecules 2025 dataset: a molecular structure, C20H32IrN3OSi2Te (the ωB97M-V functional and the def2-TZVPD basis).

Computed properties:
Multiplicity: 2
Energy relative to the best compared isomer or geometry (same formula, charge and spin) in kJ/mol: 310.4
Gap between HOMO and LUMO (spin up / spin down) in eV: 5.1 / 5.2
Largest force on an atom in eV/A: 3.76
HOMO energy (spin up / spin down) in eV: -17.81 / -17.82
LUMO energy (spin up / spin down) in eV: -12.73 / -12.65
Charge: +3
Calculated total energy in hartree: -1971.071344

XYZ file:
```
60
C20H32IrN3OSi2Te the ωB97M-V functional and the def2-TZVPD basis
Ir -0.40133 -0.60456 -0.86078
O -2.22612 0.08319 2.08379
C -1.31533 0.46289 1.41991
N -0.15191 -0.22903 1.06372
C 0.56633 -1.20568 1.85212
C 1.59963 -1.77990 0.96440
C 2.71792 -2.43348 1.42183
C 3.66941 -2.86398 0.50406
C 3.47829 -2.61050 -0.84981
C 2.33428 -1.95805 -1.24718
N 1.40233 -1.56503 -0.35244
C -1.37957 1.68411 0.57422
C -1.83205 2.90959 0.98338
C -1.83063 3.94761 0.04770
C -1.37151 3.70379 -1.23661
C -0.92058 2.43477 -1.57405
N -0.92985 1.44680 -0.67647
H -0.11056 -1.96724 2.25648
H 1.02887 -0.71838 2.71274
H 2.85128 -2.59389 2.48511
H 4.56019 -3.37714 0.84622
H 4.20540 -2.91362 -1.59180
H 2.14943 -1.73597 -2.28918
H -2.15699 3.05537 2.00737
H -2.17942 4.93450 0.32749
H -1.34703 4.48596 -1.98422
H -0.53696 2.21314 -2.56291
C -5.22419 0.86008 3.36690
Si -5.98412 -0.26464 2.10817
C -5.64357 -2.06524 2.40494
C -7.77775 0.15744 2.01263
C -5.29209 0.18526 0.35133
Te -3.59420 -0.91549 -0.23943
C -3.98972 -0.96553 -2.30475
Si -3.22866 -2.55484 -3.03062
C -4.17358 -4.00364 -2.40420
C -1.46628 -2.54941 -2.25110
C -3.02370 -2.32659 -4.84383
H -5.57356 0.56979 4.36121
H -5.51633 1.89631 3.18722
H -4.13039 0.78912 3.36548
H -6.15710 -2.40241 3.30817
H -4.57335 -2.25146 2.55793
H -5.99081 -2.69755 1.57958
H -8.20970 0.02542 3.00879
H -8.30576 -0.50012 1.31429
H -7.91612 1.19480 1.69963
H -5.03706 1.25132 0.29241
H -6.01295 -0.03062 -0.44595
H -3.53257 -0.09735 -2.79143
H -5.07283 -0.90443 -2.44810
H -4.21627 -4.03960 -1.31023
H -3.72872 -4.94480 -2.74386
H -5.19820 -3.97939 -2.78704
H -1.48330 -2.85414 -1.19919
H -1.02906 -1.51687 -2.44266
H -0.79728 -3.23903 -2.77170
H -3.96098 -2.02592 -5.31991
H -2.71365 -3.27312 -5.30146
H -2.26296 -1.57698 -5.07390
```